No. 1
18
Properties=species:S:1:pos:R:3:forces:R:3:lowdin_charge:R:1 method="wB97M-V/def2-TZVPD" multiplicity=1 lumo_ev=0.656 orbital_gap_ev=8.47 max_force_ha_per_bohr=0.079 energy_ev=-19160.9306 homo_ev=-7.8
C -1.20615 -2.37804 0.47407 3.8 0.0 1.4 -0.085
C -0.00977 -1.74035 -0.38993 -3.5 0.4 -0.8 -0.243
C 0.39086 -0.37807 -0.00516 1.2 -0.5 0.5 -0.161
C 1.61418 -0.04833 0.34751 -0.9 0.6 0.1 -0.253
N 2.13270 1.17640 0.71255 0.8 1.1 1.3 0.026
H -1.94311 -1.65916 0.35096 -2.1 0.8 0.2 0.027
H -1.43903 -3.39571 0.18712 -0.3 0.1 -0.5 0.052
H -0.87937 -2.45725 1.58268 -0.6 0.4 -1.7 0.095
H 0.78653 -2.39951 -0.42893 1.8 -1.2 -0.1 0.070
H -0.42763 -1.58948 -1.42425 0.3 -0.8 0.6 0.116
H -0.21281 0.46087 -0.10152 -1.9 1.1 -0.1 0.055
H 2.38181 -0.73439 0.34757 1.5 -1.9 0.1 0.090
H 2.81579 0.95573 1.45664 -0.5 0.9 -0.6 0.091
H 1.50371 1.93924 1.01099 0.3 -0.9 -0.3 0.092
N -1.93772 2.92262 -0.41665 0.0 0.0 -0.2 0.119
C -1.08200 2.96118 -1.25351 1.7 -0.4 -0.6 -0.850
S 0.21548 2.81964 -2.17702 -1.3 0.2 0.7 0.680
H -2.70346 3.54461 -0.27314 -0.4 0.2 0.1 0.078

No. 2
46
Properties=species:S:1:pos:R:3:forces:R:3:lowdin_charge:R:1 method="wB97M-V/def2-TZVPD" multiplicity=1 lumo_ev=-0.105 orbital_gap_ev=8.61 max_force_ha_per_bohr=0.030 energy_ev=-35840.6352 homo_ev=-8.7
C 5.72493 2.98236 0.59486 0.2 0.1 0.1 -0.045
C 4.56622 2.09208 0.29094 0.2 -0.3 -0.1 -0.191
C 3.27028 2.53263 0.55145 0.0 -0.2 -0.1 -0.028
C 2.16468 1.75350 0.28767 0.0 -0.2 -0.1 0.006
C 2.31007 0.48045 -0.26954 0.5 0.3 0.2 -0.196
N 1.15176 -0.25449 -0.51417 -0.3 0.2 -0.1 0.139
C 1.05016 -1.56506 -0.87439 -0.5 0.2 0.0 -0.440
O 1.99040 -2.30927 -1.04121 0.2 -0.3 -0.1 0.081
C -0.40147 -2.04651 -1.00854 0.0 -0.1 -0.1 -0.092
N -0.97246 -2.57063 0.23049 0.0 0.1 0.1 -0.206
C -0.30442 -3.78103 0.67541 0.0 -0.1 0.1 -0.079
C -1.03240 -1.56976 1.28832 0.1 -0.1 0.0 -0.115
C -1.85887 -0.38379 0.80476 0.1 -0.5 0.2 -0.448
O -1.37385 0.71673 0.61804 0.0 0.4 0.0 0.052
N -3.14723 -0.72369 0.57513 -0.2 -0.2 0.1 0.148
C -4.19458 0.06220 0.08500 -0.3 0.3 -0.2 -0.210
C -5.40419 -0.56915 -0.20276 0.1 -0.1 0.0 -0.034
C -6.47715 0.15856 -0.68006 0.1 0.0 0.0 -0.076
C -6.36861 1.52463 -0.87918 0.1 0.2 0.0 -0.017
C -5.16167 2.13265 -0.58704 -0.1 -0.3 0.0 -0.267
F -5.03869 3.46037 -0.77286 0.0 -0.1 0.0 0.068
C -4.06974 1.43333 -0.10790 0.1 0.2 0.0 0.066
C 3.58663 0.02083 -0.55677 0.2 -0.2 -0.1 0.080
C 4.69169 0.81706 -0.27126 -1.4 0.6 0.4 -0.098
N 5.97775 0.25642 -0.60010 0.5 -0.3 -0.3 -0.348
O 6.01069 -0.59409 -1.46394 0.1 -0.2 -0.2 0.089
O 6.95465 0.65638 -0.00065 0.2 0.1 0.2 0.078
H 5.37775 3.98855 0.81639 0.0 0.1 0.0 0.078
H 6.42540 3.02177 -0.23699 0.0 0.1 0.0 0.085
H 6.27734 2.60260 1.45325 0.1 0.1 0.0 0.088
H 3.13169 3.51558 0.97603 0.0 0.1 0.0 0.114
H 1.17421 2.12187 0.51197 -0.1 0.0 0.0 0.114
H 0.29675 0.25595 -0.30476 0.0 -0.2 -0.1 0.100
H -0.41454 -2.85821 -1.73889 0.1 0.2 0.0 0.132
H -1.03917 -1.23622 -1.37170 0.0 0.0 -0.1 0.125
H -0.33978 -4.51378 -0.12785 0.1 -0.1 0.0 0.093
H -0.83875 -4.17934 1.53729 0.0 -0.1 0.0 0.087
H 0.74387 -3.61926 0.95174 0.0 0.0 0.0 0.091
H -1.52422 -2.02301 2.15454 0.1 0.0 0.0 0.132
H -0.04152 -1.21123 1.60953 -0.2 0.0 0.0 0.135
H -3.36390 -1.70631 0.68382 0.2 0.1 0.0 0.149
H -5.49857 -1.63447 -0.05147 0.0 -0.1 0.0 0.110
H -7.40747 -0.34170 -0.89943 -0.1 0.0 0.0 0.108
H -7.19303 2.11102 -1.25029 -0.1 0.1 0.0 0.116
H -3.14896 1.94802 0.10694 0.0 0.0 0.0 0.113
H 3.73833 -0.95455 -0.99183 0.0 0.1 0.0 0.113

No. 3
74
Properties=species:S:1:pos:R:3:forces:R:3:lowdin_charge:R:1 method="wB97M-V/def2-TZVPD" multiplicity=1 lumo_ev="-3.671 / -3.806" orbital_gap_ev="6.13 / 6.04" max_force_ha_per_bohr=0.057 energy_ev=-83615.1573 homo_ev="-9.8 / -9.8" total_charge=+1
Pt -0.29696 -0.39852 1.31078 2.8 -0.2 -1.0 0.882
N -3.18055 -6.09375 -3.72440 0.0 0.0 0.0 0.119
C -2.88937 -5.42082 -2.57442 0.0 0.0 0.1 -0.311
C -1.56757 -5.32783 -2.11376 0.0 0.0 -0.1 -0.025
C -1.27191 -4.60701 -0.97561 0.0 0.0 0.1 -0.061
C -2.29581 -3.99516 -0.26901 0.0 0.2 0.3 -0.306
C -3.61798 -4.10022 -0.69066 0.1 -0.1 0.1 -0.059
C -3.91421 -4.81581 -1.82826 0.0 0.0 0.0 -0.016
S -1.95784 -2.87213 1.03594 -0.7 0.4 -0.8 0.598
O -2.98563 -2.89061 2.03265 -0.2 -0.2 -0.1 -0.271
O -0.58870 -3.03112 1.49947 0.3 0.2 0.0 -0.375
N -1.92200 -1.40781 0.26754 -0.2 0.1 0.5 -0.221
C -2.96715 -0.54944 0.50621 -0.6 0.2 0.1 -0.535
N -2.58206 0.60783 1.08043 -0.3 0.0 -0.1 0.019
C -3.50573 1.54281 1.28893 -0.1 0.0 0.0 -0.120
C -4.82639 1.33943 0.94299 0.0 0.0 0.0 -0.036
C -5.13518 0.09695 0.39975 0.1 0.0 0.1 -0.097
N -4.22560 -0.83960 0.17573 0.1 -0.1 -0.1 0.156
H -2.45888 -6.51788 -4.27397 0.0 0.0 0.0 0.099
H -4.12073 -6.12861 -4.06787 0.0 0.0 0.0 0.099
H -0.77935 -5.82921 -2.66198 0.0 0.0 0.0 0.112
H -0.25276 -4.52557 -0.62033 0.0 0.0 0.0 0.110
H -4.38937 -3.61103 -0.11349 -0.1 0.0 -0.1 0.107
H -4.94137 -4.91348 -2.15776 0.0 0.0 0.0 0.115
H -3.17122 2.46506 1.75308 0.0 0.0 0.0 0.115
H -5.57965 2.09636 1.10028 0.0 0.0 0.0 0.105
H -6.15544 -0.15888 0.13487 0.0 0.0 0.0 0.117
Cl -0.25737 1.54342 3.36817 -0.1 0.3 0.6 0.737
C -0.18769 3.01211 2.44705 0.0 0.1 -0.2 -0.628
C -0.47281 4.19050 3.12068 0.0 0.0 0.1 -0.097
C -0.45655 5.39487 2.43943 0.0 0.0 0.0 -0.052
C -0.15196 5.42175 1.08621 0.0 0.1 0.0 -0.055
C 0.12982 4.24306 0.41946 0.0 0.0 0.0 -0.072
C 0.12156 3.01396 1.08344 -0.1 -0.3 0.2 -0.353
P 0.46607 1.48537 0.14069 -0.3 -0.6 0.8 0.991
C 2.26372 1.41029 -0.07727 -0.1 -0.2 0.0 -0.387
C 3.13628 2.41403 0.32427 -0.1 0.1 0.0 -0.073
C 4.49474 2.28628 0.06955 0.1 0.0 0.0 -0.064
C 4.98268 1.15799 -0.57136 0.0 0.0 0.0 -0.063
C 4.11305 0.14389 -0.95679 0.0 0.0 0.0 -0.063
C 2.75745 0.26904 -0.71409 0.0 0.1 0.0 -0.110
C -0.14071 1.88070 -1.52407 -0.2 -0.4 0.1 -0.338
C 0.72582 2.32525 -2.52167 0.1 0.0 0.1 -0.080
C 0.22358 2.68107 -3.76374 0.0 0.0 0.0 -0.060
C -1.13613 2.58549 -4.02223 0.0 0.0 0.0 -0.059
C -1.99934 2.13218 -3.03464 0.0 0.0 0.0 -0.054
C -1.50552 1.77741 -1.79083 0.0 0.0 0.0 -0.068
H -0.70398 4.15290 4.17675 0.0 0.0 0.0 0.112
H -0.68609 6.31031 2.96775 0.0 0.0 0.0 0.117
H -0.14021 6.36132 0.55067 0.0 0.0 0.0 0.115
H 0.35748 4.26988 -0.63809 0.0 0.0 0.0 0.111
H 2.76022 3.29596 0.82919 0.0 0.0 0.0 0.109
H 5.17282 3.07538 0.36805 0.0 0.0 0.0 0.112
H 6.04196 1.07046 -0.77509 0.0 0.0 0.0 0.111
H 4.49435 -0.74494 -1.44269 0.0 0.0 0.0 0.115
H 2.06607 -0.51390 -1.00740 0.1 0.0 0.0 0.113
H 1.78781 2.40116 -2.32972 0.0 0.0 0.0 0.107
H 0.89902 3.03399 -4.53180 0.0 0.0 0.0 0.112
H -1.52139 2.86125 -4.99486 0.0 0.0 0.0 0.112
H -3.05946 2.05180 -3.23578 0.0 0.0 0.0 0.113
H -2.17666 1.41719 -1.02362 0.0 0.0 -0.1 0.078
N 5.80970 -1.80867 2.22323 0.0 0.0 0.0 0.153
C 4.48172 -1.55873 2.18681 -0.1 0.0 0.0 -0.311
C 3.57558 -2.47261 1.62811 0.1 0.0 0.1 0.005
C 2.24069 -2.15947 1.56812 0.0 -0.1 0.0 -0.127
N 1.73595 -1.00204 2.02491 -0.6 0.8 -0.4 -0.084
C 2.59443 -0.13343 2.58026 0.2 0.0 0.1 -0.165
C 3.94198 -0.36339 2.68556 0.1 0.0 0.1 -0.001
H 6.16139 -2.70914 1.95391 0.0 0.0 0.0 0.111
H 6.43000 -1.19537 2.71905 0.0 0.0 0.0 0.111
H 3.92490 -3.42450 1.24956 -0.1 0.0 0.0 0.120
H 1.52370 -2.85753 1.16479 0.0 0.0 -0.1 0.090
H 2.17897 0.78342 2.97351 0.0 0.0 -0.1 0.067
H 4.58171 0.37611 3.14946 0.0 0.0 0.0 0.122

No. 4
7
Properties=species:S:1:pos:R:3:forces:R:3:lowdin_charge:R:1 method="wB97M-V/def2-TZVPD" multiplicity=1 lumo_ev=0.574 orbital_gap_ev=9.68 max_force_ha_per_bohr=0.053 energy_ev=-5090.6112 homo_ev=-9.1
H -0.86439 0.91455 0.10665 -0.4 0.4 -1.0 0.014
N -0.67805 1.41434 0.97168 -0.4 1.7 -1.3 -0.040
N -0.34342 0.58844 1.78280 0.4 -2.2 1.6 -0.043
H -0.41022 -0.35532 1.32998 0.4 0.1 0.7 0.040
O 0.51423 -0.67858 -1.13721 -0.3 0.9 0.5 -0.033
H 1.20914 -0.30430 -1.66630 0.5 0.7 -0.2 0.040
H 0.57270 -1.57913 -1.38760 -0.2 -1.6 -0.2 0.022